An isolated ion of composition C6H11N and charge -1 at a distorted geometry. Source: the Open Molecules 2025 dataset; level of theory: the ωB97M-V functional and the def2-TZVPD basis.

Bonds (Å) are listed after each position.
CARTESIAN COORDINATES (ANGSTROEM)
1 C -1.197 2.314 1.745  C2 1.352, H8 1.085, H9 1.089
2 C -0.094 1.825 1.133  C1 1.352, N3 1.344, H10 1.042
3 N 0.152 0.520 0.934  C2 1.344, C4 1.438, H11 0.975
4 C 1.329 -0.170 0.478  N3 1.438, C7 1.463, H12 1.129, H13 1.033
5 C -0.734 -1.949 -2.360  C6 1.562, H14 1.109, H15 0.995, H16 1.151
6 C -0.264 -1.416 -0.969  C5 1.562, C7 1.379, H17 1.081
7 C 1.019 -0.999 -0.686  C4 1.463, C6 1.379, H18 1.132
8 H -1.289 3.392 1.822  C1 1.085
9 H -2.039 1.624 1.740  C1 1.089
10 H 0.639 2.452 0.739  C2 1.042
11 H -0.470 -0.029 1.446  N3 0.975
12 H 2.212 0.487 0.229  C4 1.129
13 H 1.602 -0.753 1.286  C4 1.033
14 H -1.374 -1.203 -2.872  C5 1.109
15 H 0.016 -2.056 -3.006  C5 0.995
16 H -1.362 -2.874 -2.084  C5 1.151
17 H -1.110 -1.128 -0.360  C6 1.081
18 H 1.761 -1.178 -1.522  C7 1.132

Computed properties:
gap between HOMO and LUMO (spin up / spin down)	2.97 / 8.26	eV
calculated total energy	-7886.480	eV
charge	-1
LUMO energy (spin up / spin down)	4.277 / 4.125	eV
energy above the lowest of the compared OMol25 structures with the same formula, charge and spin	1.985	eV
2S+1	2

Results of the natural (NBO) charge analysis, in e, for atoms 1 through 4: -0.66, 0.03, -0.61, -0.42